# 1
C15H16N4O2 in the gas phase, computed with ωB97M-V/def2-TZVPD.

XYZ file:
```
37
Properties=species:S:1:pos:R:3:forces:R:3
N 3.03041 -1.78319 1.69710 -0.3 0.0 1.5
N 0.68984 -1.74648 1.75481 -1.6 -1.1 1.4
O -2.84306 -1.99149 1.17688 -1.9 0.7 -2.6
O -1.61863 1.02738 -1.68843 0.1 -1.2 2.3
C -3.78212 -2.74351 1.87687 2.0 1.2 0.2
C -3.18723 -3.04462 3.03618 1.5 -0.2 1.7
C -1.80102 -2.55930 3.02167 -1.8 1.5 -1.5
C -1.70733 -1.78840 1.84401 0.3 -3.8 3.5
C 3.37963 -0.19795 0.13401 -1.1 0.7 -1.9
C -0.44753 -1.31096 1.28075 0.5 1.3 -1.7
C -0.45004 -0.41434 0.15342 1.1 0.1 -1.9
C 0.75803 -0.10464 -0.46847 -0.6 2.1 -0.7
C 1.84401 -1.31568 1.27744 1.6 0.0 -1.3
C 1.98236 -0.40556 0.15987 0.2 -1.3 2.0
N 3.96415 0.66138 -0.82203 0.9 0.2 -0.7
N 3.93810 -0.99632 1.09205 -1.0 1.7 -2.8
C -1.71979 0.09609 -0.50206 0.1 0.9 -0.7
C -0.47677 2.67290 -2.97984 0.8 -0.4 0.0
C -0.43760 2.76270 -0.51317 -1.0 1.1 0.6
C 0.72350 0.81793 -1.72576 1.4 1.5 2.0
C -0.42918 1.83182 -1.65415 -0.1 -1.0 -2.4
H -4.79042 -2.90690 1.52048 0.4 0.3 -0.4
H -3.66739 -3.46225 3.91228 0.1 -0.4 -0.3
H -1.04111 -2.62765 3.76937 0.1 -0.2 0.3
H 4.98020 0.89119 -0.90566 -1.6 -0.7 0.4
H 3.41780 0.81098 -1.71096 1.0 -0.5 1.8
H 4.90853 -1.19314 0.96994 0.4 -0.6 0.8
H -2.33039 0.50892 0.29517 -0.2 0.7 0.0
H -2.30613 -0.70987 -0.87118 -0.4 -0.7 -0.5
H -0.95194 2.04602 -3.73644 -0.1 0.1 0.0
H 0.57332 2.84603 -3.35822 -1.0 0.1 0.5
H -1.02854 3.63917 -2.89237 0.5 -0.8 0.1
H -0.27011 2.26620 0.44837 -0.1 0.2 -0.1
H -1.52567 3.11370 -0.60721 1.7 0.3 0.8
H 0.33021 3.56525 -0.66169 -0.9 -0.5 0.2
H 1.65026 1.50797 -1.69340 -1.1 -1.4 -0.3
H 0.64164 0.23662 -2.62963 0.2 -0.1 -0.4
```
Positions in Å, forces in eV/Å.

**Multiplicity**: 1
**Structure (SMILES)**: CC1(C)Cc2c(c(-c3ccco3)nc3n[nH]c(N)c23)CO1
**ΔE to the lowest compared entry with this formula, charge and spin**: 94.5 kcal/mol
**LUMO**: 0.005 Ha

***

# 2
A molecular structure, C32H31N2O6Ru, computed with ωB97M-V/def2-TZVPD.

XYZ file:
```
72
Properties=species:S:1:pos:R:3:forces:R:3
Ru -1.62419 0.35422 -1.57125 0.4 0.1 -0.3
C 2.70104 -1.50831 3.03679 0.0 0.0 0.0
C 2.42538 -0.27583 2.20966 0.0 0.0 -0.1
C 3.36035 0.87724 2.49040 0.0 0.0 0.0
O 1.07501 0.18494 2.41983 0.1 0.0 0.0
C 0.33164 -0.25316 1.30346 -0.1 -0.1 0.1
C 1.36792 -0.06511 0.19746 0.0 0.1 -0.1
O 2.48960 -0.65242 0.82157 0.0 0.0 0.1
C 1.11870 -0.61032 -1.22065 0.1 -0.1 0.1
O 0.20979 0.35756 -1.79344 -0.1 -0.2 0.1
C 0.45992 -1.97737 -1.32806 0.0 -0.1 -0.1
C -0.37871 -2.24626 -2.41500 0.0 0.1 -0.2
C -0.99226 -3.48702 -2.55448 0.0 0.0 0.1
C -0.75707 -4.48287 -1.62000 0.0 0.0 0.0
C 0.10408 -4.23263 -0.56034 0.0 0.0 0.0
C 0.71202 -2.99292 -0.41525 -0.1 0.1 0.1
C 2.41777 -0.55343 -2.01821 -0.1 0.2 -0.1
C 2.67550 0.53451 -2.84467 0.0 0.0 0.0
C 3.87360 0.61413 -3.54262 0.0 0.0 0.0
C 4.82212 -0.38715 -3.41368 0.0 0.0 0.0
C 4.56567 -1.47267 -2.58820 0.0 0.0 0.0
C 3.36912 -1.55876 -1.89516 0.0 -0.1 0.0
C -1.03439 0.43338 1.18996 0.0 0.0 0.0
O -1.66131 -0.35581 0.15310 -0.1 0.0 0.1
C -1.01678 1.87361 0.68912 -0.1 0.0 0.0
C 0.02354 2.77019 0.88046 0.0 0.0 0.0
C -0.02276 4.01932 0.27730 0.0 0.0 0.0
C -1.09786 4.39973 -0.52616 0.1 0.0 0.0
C -2.17253 3.54791 -0.67054 0.0 0.0 0.0
C -2.14050 2.29176 -0.05119 -0.1 0.1 0.1
C -1.83302 0.31393 2.47737 -0.1 -0.1 -0.1
C -2.83906 -0.63730 2.59257 0.0 0.0 0.0
C -3.58075 -0.73152 3.76417 0.0 0.0 0.0
C -3.32005 0.12393 4.82192 0.0 0.0 0.0
C -2.30613 1.06709 4.71181 0.0 0.0 0.0
C -1.56498 1.16363 3.54603 0.0 0.0 0.0
H 2.79109 -1.24288 4.08946 0.0 0.0 0.0
H 3.63064 -1.97032 2.70611 0.0 0.0 0.0
H 1.88705 -2.22526 2.92595 0.0 0.0 0.0
H 3.11827 1.32135 3.45543 0.0 0.0 0.0
H 3.26516 1.63623 1.71282 0.0 0.0 0.0
H 4.39232 0.52969 2.50872 0.0 0.0 0.0
H 0.08874 -1.31892 1.38942 0.0 0.0 0.1
H 1.54499 1.00440 0.03439 0.0 0.0 0.0
H -0.46723 -1.52907 -3.22782 0.0 0.0 0.1
H -1.62047 -3.68467 -3.41352 0.0 0.0 0.0
H -1.21643 -5.45544 -1.73148 0.0 0.0 0.0
H 0.30859 -5.01140 0.16254 0.0 0.0 0.0
H 1.37896 -2.81472 0.41840 0.0 0.0 -0.1
H 1.93876 1.31828 -2.95582 0.0 0.0 0.0
H 4.06045 1.46110 -4.18923 0.0 0.0 0.0
H 5.75608 -0.32602 -3.95600 0.0 0.0 0.0
H 5.29923 -2.26106 -2.48378 0.0 0.0 0.0
H 3.18720 -2.41547 -1.26165 0.0 0.0 0.0
H 0.87078 2.49139 1.49192 0.0 0.0 0.0
H 0.79801 4.70832 0.42771 0.0 0.0 0.0
H -1.10124 5.36792 -1.00681 0.0 0.0 0.0
H -3.04461 3.85060 -1.23553 0.0 0.0 0.0
H -3.06252 1.72435 0.05261 0.0 0.0 -0.1
H -3.03364 -1.31522 1.77284 0.0 0.0 0.0
H -4.35897 -1.47830 3.84919 0.0 0.0 0.0
H -3.90262 0.05790 5.73081 0.0 0.0 0.0
H -2.09127 1.73077 5.53855 0.0 0.0 0.0
H -0.77035 1.89494 3.47573 0.0 0.0 0.0
N -3.76895 0.09570 -1.99427 -0.1 -0.1 0.0
N -4.09799 1.24384 -2.75561 -0.1 0.0 0.1
C -3.07487 1.75837 -3.57306 0.3 -0.1 0.0
O -3.30044 2.55553 -4.42836 0.0 0.0 0.0
O -1.86418 1.27945 -3.24646 -0.3 0.1 -0.1
H -3.92656 -0.76564 -2.52209 0.0 0.0 0.1
H -4.34834 0.06524 -1.15806 0.1 0.0 0.0
H -5.02603 1.27276 -3.15715 0.0 0.0 0.0
```
Positions in Å, forces in eV/Å.

**Multiplicity**: 5
**Charge**: +1
**⟨S²⟩**: 6.023
**LUMO (alpha / beta)**: -0.120 / -0.206 Ha

***

# 3
A molecular structure, C4H3OPm, computed with ωB97M-V/def2-TZVPD.

XYZ file:
```
9
Properties=species:S:1:pos:R:3:forces:R:3
C 1.70385 2.17909 -0.26555 -1.3 -0.2 0.0
C 0.57624 2.50062 -0.57442 1.0 0.1 -0.1
H 2.61765 1.74822 0.10847 -0.3 0.4 -0.3
H -0.36239 2.89154 -0.94979 0.6 -0.3 0.4
C -1.37774 -0.48842 0.70216 0.4 -1.6 -0.2
C -0.86179 -1.57054 0.45190 -1.5 3.2 0.8
O -0.29169 -2.65040 0.18228 1.1 -4.3 -1.5
Pm -0.03266 -4.95728 -0.67329 -0.3 3.0 1.1
H -1.97148 0.34718 1.01825 0.4 -0.2 -0.2
```
Positions in Å, forces in eV/Å.

**Multiplicity**: 6
**Charge**: +1
**⟨S²⟩**: 8.758
**LUMO (alpha / beta)**: -0.229 / -0.225 Ha

***

# 4
3 unconnected molecules or ions with the total composition C4H12N2S, computed with ωB97M-V/def2-TZVPD.

XYZ file:
```
19
Properties=species:S:1:pos:R:3:forces:R:3
C 0.90106 -0.28444 0.68464 2.9 0.5 0.5
N -0.33107 -0.63262 1.27354 -1.7 2.3 -1.1
C -1.51572 -0.02879 0.60878 -0.2 -1.9 0.4
C -1.30306 1.31749 -0.14876 -0.1 0.1 -0.4
S -0.66276 1.42497 -1.85716 -0.1 -0.8 1.8
C 1.26330 -1.25479 -0.55728 0.5 0.7 0.5
N 0.71086 -2.51888 -0.12825 -0.1 0.7 0.7
H 0.93581 0.78521 0.31174 -0.2 -0.9 0.0
H 1.80185 -0.40045 1.47552 -2.1 0.0 -1.6
H 1.50258 3.02135 -0.23166 -2.6 0.3 0.2
H -2.45843 0.00018 1.29588 1.9 0.2 -0.5
H -1.87935 -0.82443 -0.10086 0.4 0.7 -0.1
H -2.31038 1.70581 -0.27805 -0.4 -0.1 0.2
H -0.82255 1.97826 0.58221 0.2 0.1 -0.3
H 2.36625 -1.33754 -0.77987 -1.0 0.2 0.3
H 0.76188 -0.85378 -1.47264 0.0 0.5 0.6
H 0.44336 -3.00755 -0.95840 -0.5 -0.7 -0.1
H 0.66517 3.06948 -0.19308 2.8 0.0 -0.1
H -0.06880 -2.15944 0.47371 0.2 -1.8 -0.7
```
Positions in Å, forces in eV/Å.

**Multiplicity**: 1
**ΔE to the lowest compared entry with this formula, charge and spin**: 161.2 kcal/mol
**LUMO**: -0.126 Ha

***

# 5
A molecular structure, C13H19F6MnN6O8S2, computed with ωB97M-V/def2-TZVPD.

XYZ file:
```
55
Properties=species:S:1:pos:R:3:forces:R:3
Mn -0.47501 -0.56981 0.82849 2.4 1.9 -1.6
N 0.22809 -0.35691 -2.74401 -0.5 0.0 0.2
C 1.64759 -0.83351 -2.78671 0.7 -0.3 -0.2
C 2.51219 -0.07221 -1.77221 0.0 0.0 0.1
C 2.79969 -0.70741 -0.39551 0.2 -0.4 -0.2
N 1.89769 -0.20081 0.65359 -1.0 -0.1 0.9
C 2.78499 -2.23621 -0.40551 -0.2 0.2 -0.1
C 1.59489 -2.80841 -1.16881 0.7 -0.1 -0.2
N 0.32419 -2.43441 -0.51091 -0.7 0.3 0.2
C 1.67259 -2.34601 -2.61921 -0.1 0.0 0.2
H 0.17179 0.64689 -2.95331 -0.1 -0.2 0.1
H -0.15011 -0.48861 -1.78381 0.1 0.3 -0.8
H -0.35721 -0.86221 -3.42141 0.1 0.2 0.2
H 2.01589 -0.59681 -3.79041 -0.2 0.1 0.1
H 2.07629 0.91079 -1.59741 0.1 0.2 -0.1
H 3.47619 0.08859 -2.25381 0.0 0.0 0.0
H 3.82089 -0.39701 -0.12971 -0.3 0.0 0.0
H 1.93669 0.83559 0.67589 -0.2 -0.2 0.2
H 2.23139 -0.55001 1.55359 0.1 0.2 -0.1
H 2.77309 -2.59641 0.62299 0.1 -0.1 0.1
H 3.69999 -2.60401 -0.87131 0.0 -0.1 0.1
H 1.68299 -3.90311 -1.16781 -0.1 0.2 0.0
H 0.28729 -2.97621 0.35589 -0.1 0.0 -0.2
H -0.46001 -2.77651 -1.06971 0.0 -0.1 0.2
H 0.88819 -2.80711 -3.21871 -0.1 -0.1 -0.2
H 2.61839 -2.71521 -3.01471 0.0 0.0 -0.1
O -2.18881 5.05289 -0.11561 -1.3 -0.5 -0.3
C -1.01591 5.48639 0.24009 1.3 0.6 0.4
O -0.74251 6.65179 0.36709 -0.3 -0.3 -0.1
C 0.08349 4.49469 0.50179 0.1 -0.4 0.0
C 1.32049 4.88519 0.99579 -0.8 0.0 -0.3
N 2.06769 3.78159 1.09449 0.0 0.0 0.0
N 1.42879 2.69339 0.69499 0.2 -0.9 -0.1
C 0.20649 3.08699 0.32939 0.4 0.8 0.4
C -0.81021 2.11029 -0.10441 -0.8 1.7 0.0
O -1.97311 2.42189 -0.26431 0.6 -0.3 0.0
O -0.36591 0.89689 -0.36901 0.3 -2.3 0.4
H -2.30001 4.07059 -0.15701 0.4 0.6 0.1
H 1.66849 5.86499 1.25639 0.1 0.2 0.1
H 3.01129 3.71939 1.45409 -0.1 0.0 -0.1
F -1.30051 -4.59511 1.74269 -0.1 0.3 0.0
C -2.28981 -3.99351 2.41869 0.1 -0.9 0.2
F -2.13411 -4.20421 3.70139 -0.1 0.4 -0.1
F -3.44121 -4.45781 1.99549 0.1 0.6 0.1
S -2.06671 -2.19041 1.96119 -2.7 -1.8 0.5
O -2.24171 -2.13111 0.52379 0.1 0.1 -0.5
O -0.64421 -1.91151 2.21779 1.8 0.3 0.6
N -3.05911 -1.33951 2.78319 0.3 -0.4 0.2
S -3.02151 0.20719 2.41459 -1.9 -0.1 -0.3
O -3.56131 1.07369 3.37379 -0.1 0.0 0.3
O -1.66901 0.52049 1.93779 1.8 0.5 -0.4
C -4.01441 0.29319 0.80229 -0.3 0.0 -0.9
F -3.13551 0.13169 -0.20991 -0.4 0.0 0.3
F -4.87881 -0.70481 0.74839 0.1 0.2 0.3
F -4.63091 1.44189 0.64969 0.3 -0.2 0.5
```
Positions in Å, forces in eV/Å.

**Multiplicity**: 5
**Charge**: +2
**⟨S²⟩**: 6.073
**LUMO (alpha / beta)**: -0.370 / -0.291 Ha